Entry 1:
DFT (ωB97M-V/def2-TZVPD) results for an isolated ion of composition C3H7BN3O2 and charge +1.

The geometry in XYZ format:
```
16
Properties=species:S:1:pos:R:3:nbo_charge:R:1
C -1.31562 -1.59521 1.12119 -0.269
O 0.08164 -1.42077 1.42441 -0.666
B 0.87217 -0.91693 0.46285 1.128
O 2.12255 -1.42009 0.26738 -0.878
C 0.33621 0.33918 -0.40943 0.172
N -0.55204 0.43009 -1.35962 -0.299
N -0.70516 1.70617 -1.79861 -0.187
C 0.08622 2.38137 -1.11553 0.198
N 0.77769 1.56275 -0.22279 -0.484
H -1.71264 -2.26144 1.86928 0.233
H -1.87468 -0.66844 1.19676 0.189
H -1.47349 -2.07550 0.16020 0.177
H 2.73246 -1.03074 0.91012 0.521
H -1.06367 -0.35481 -1.72885 0.452
H 0.20554 3.43641 -1.19573 0.255
H 1.48283 1.88796 0.41836 0.459
```

Properties
Kohn-Sham gap: 11.863 eV
Spin multiplicity: 1
SMILES: COB(O)c1[nH]nc[nH+]1
Total charge: +1


Entry 2:
DFT (ωB97M-V/def2-TZVPD) results for C11H19Br9O16S4 as an isolated structure.

The geometry in XYZ format:
```
59
Properties=species:S:1:pos:R:3:nbo_charge:R:1
C 4.58375 0.07767 7.93378 -0.473
Br 6.35685 -0.63668 8.35689 0.090
Br 4.75111 2.02276 7.49121 0.053
Br 3.24859 -0.26774 9.28413 0.110
H 4.23167 -0.34304 6.99190 0.221
C -0.49631 -0.57996 0.88736 -0.440
Br -0.03851 -1.68126 -0.71205 0.069
Br 0.49878 -1.31486 2.38980 0.088
Br -2.47284 -0.70861 1.28105 0.052
H -0.25871 0.47964 0.79311 0.231
C -3.69794 -2.72748 6.49320 -0.437
Br -3.90369 -0.88906 7.26780 0.057
Br -5.61390 -3.31937 6.28536 0.044
Br -2.86827 -3.99516 7.71199 0.109
H -3.20770 -2.64049 5.52356 0.227
C 1.92189 -7.39988 -4.08339 -0.095
C 2.74756 -7.42913 -2.81588 -0.116
O 4.06850 -7.51121 -3.29957 -0.639
S 4.15456 -6.48512 -4.60335 2.399
O 5.08739 -7.06827 -5.62244 -0.847
O 4.52348 -5.09971 -4.27316 -0.866
O 2.52687 -6.57427 -4.94787 -0.638
H 0.93371 -7.02471 -3.81720 0.203
H 1.91670 -8.38992 -4.53934 0.182
H 2.56848 -8.42302 -2.40575 0.218
H 2.51893 -6.56095 -2.19774 0.200
C 5.12890 2.79871 -0.37423 -0.094
C 4.46196 1.71863 -1.27137 -0.102
O 3.54604 2.34667 -2.12288 -0.673
S 3.83766 4.00124 -2.34087 2.437
O 2.65731 4.86821 -2.24121 -0.831
O 4.72598 4.16895 -3.49205 -0.859
O 4.63305 4.04497 -0.85737 -0.678
H 6.19989 2.79699 -0.57688 0.196
H 4.93077 2.80712 0.69757 0.210
H 4.01710 0.89204 -0.71734 0.203
H 5.13128 1.21971 -1.97222 0.193
C -3.96858 6.62518 3.32033 -0.084
C -3.87731 5.04529 3.59067 -0.098
O -2.51343 4.72686 3.22181 -0.687
S -1.49412 5.95352 3.53828 2.470
O -0.64765 6.27338 2.38554 -0.855
O -0.84964 5.84661 4.85288 -0.871
O -2.69745 7.04806 3.73097 -0.688
H -4.85211 7.03595 3.80895 0.214
H -4.08075 6.83037 2.25572 0.189
H -4.55055 4.63858 2.83605 0.204
H -4.07057 4.62084 4.57586 0.207
C -4.25746 -1.16262 -4.79461 -0.093
C -3.33304 0.07064 -5.26278 -0.081
O -4.29829 1.06423 -5.66255 -0.701
S -5.83846 0.56852 -5.83889 2.490
O -6.25300 0.65879 -7.22926 -0.844
O -6.56244 1.14970 -4.71083 -0.875
O -5.50870 -0.97718 -5.42434 -0.694
H -4.53896 -1.27094 -3.74718 0.196
H -3.74938 -2.08243 -5.08426 0.198
H -2.66020 -0.22460 -6.06790 0.197
H -2.74878 0.38787 -4.39901 0.207
```

Properties
Energy above the lowest of the compared OMol25 structures with the same formula, charge and spin: 60.6 kcal/mol
Kohn-Sham gap: 9.506 eV
Spin multiplicity: 1
Total charge: 0


Entry 3:
DFT (ωB97M-V/def2-TZVPD) results for C2H3AlO2 as an isolated structure.

The geometry in XYZ format:
```
8
Properties=species:S:1:pos:R:3:nbo_charge:R:1
O 0.43194 1.58856 0.62155 -0.264
Al 1.62806 0.05670 0.24512 1.968
O 1.55299 1.85178 -0.10967 -0.404
C -0.92196 -0.23241 -0.13754 -0.201
C 0.21573 -1.04544 -0.12879 -0.872
H -1.82728 -0.49123 0.43371 0.242
H -1.09468 0.36941 -1.04505 0.249
H 0.01520 -2.09736 0.12068 0.282
```

Properties
Energy above the lowest of the compared OMol25 structures with the same formula, charge and spin: 109.9 kcal/mol
Kohn-Sham gap (alpha / beta): 6.650 / 6.627 eV
Spin multiplicity: 2
Total charge: +1


Entry 4:
DFT (ωB97M-V/def2-TZVPD) results for a 9-piece molecular cluster, C27H75O34P7 overall.

The geometry in XYZ format:
```
143
Properties=species:S:1:pos:R:3:lowdin_charge:R:1
C 6.45287 -1.11296 -2.42121 -0.068
O 5.89179 -0.47769 -1.23435 -0.245
P 6.43563 0.98359 -0.89749 0.483
O 7.92309 1.22006 -1.08975 -0.262
O 5.56435 1.87913 -1.94401 -0.256
C 4.12015 1.75469 -2.04351 -0.086
O 5.67230 1.51565 0.46729 -0.268
C 6.02607 2.81855 0.99860 -0.082
H 5.66550 -1.53914 -3.04291 0.078
H 7.00507 -1.96315 -2.02074 0.095
H 7.09053 -0.49002 -3.04844 0.093
H 3.71375 2.73213 -2.30338 0.088
H 3.71052 1.31431 -1.13445 0.071
H 3.95037 1.06619 -2.87131 0.083
H 5.08485 3.36573 0.94581 0.085
H 6.76930 3.41794 0.47283 0.090
H 6.38001 2.68447 2.02078 0.088
C 1.41007 -2.52743 3.64648 -0.119
O 2.57781 -3.00192 4.29125 -0.226
P 3.96172 -3.42579 3.56022 0.504
O 5.12377 -3.53753 4.53957 -0.270
O 4.23227 -2.45199 2.31248 -0.220
C 4.45598 -1.08547 2.32084 -0.099
O 3.43723 -4.80216 2.85241 -0.220
C 3.37027 -6.02576 3.54588 -0.134
H 1.55085 -1.44895 3.71826 0.070
H 0.44592 -2.81806 4.06365 0.085
H 1.33228 -2.77095 2.58688 0.065
H 5.12017 -0.91818 1.47292 0.077
H 5.04862 -0.85253 3.20549 0.099
H 3.50475 -0.55986 2.23720 0.087
H 3.64384 -6.05594 4.60056 0.086
H 4.05264 -6.71744 3.05186 0.090
H 2.42982 -6.55781 3.68934 0.084
C -4.07926 0.77136 4.75048 -0.081
O -2.80168 1.35696 4.52479 -0.227
P -1.44641 0.53966 4.77158 0.529
O -1.24288 -0.67886 3.90218 -0.261
O -1.38056 0.35164 6.42993 -0.241
C -1.37446 -0.91083 7.10419 -0.099
O -0.41414 1.80076 4.48799 -0.257
C 0.92908 1.71324 4.98796 -0.094
H -4.02468 -0.24045 5.15216 0.090
H -4.58641 0.77822 3.78568 0.071
H -4.67672 1.39923 5.41149 0.095
H -1.67936 -0.88311 8.15031 0.090
H -0.35657 -1.30036 7.08828 0.084
H -1.99048 -1.62802 6.56172 0.081
H 1.60299 1.77362 4.13338 0.079
H 1.14081 0.85278 5.62268 0.086
H 0.99920 2.60279 5.61397 0.093
C -1.00902 -0.50227 -5.29005 -0.051
O -1.30395 0.53028 -6.27372 -0.218
P -2.69035 1.34473 -6.20861 0.514
O -3.93449 0.46718 -6.24298 -0.268
O -2.58518 2.38357 -4.95427 -0.219
C -1.68685 3.43045 -4.96778 -0.139
O -2.68068 2.39259 -7.46127 -0.231
C -3.87065 2.93285 -8.04304 -0.113
H -1.86673 -0.82262 -4.69860 0.068
H -0.26357 0.00885 -4.68084 0.072
H -0.46738 -1.34732 -5.71503 0.096
H -1.09604 3.48456 -5.88217 0.082
H -0.93632 3.40265 -4.17783 0.090
H -2.28747 4.33446 -5.06837 0.096
H -4.00999 2.54803 -9.05329 0.084
H -3.67333 3.94894 -8.38469 0.079
H -4.84529 3.01408 -7.56180 0.096
C -3.44828 7.23345 2.72330 -0.086
O -2.61149 6.88096 1.61397 -0.226
P -1.74093 5.52799 1.48422 0.515
O -2.52575 4.25475 1.69374 -0.239
O -1.03705 5.70272 -0.00351 -0.233
C -0.36294 6.93377 -0.30324 -0.124
O -0.45735 5.80418 2.43184 -0.225
C 0.18979 4.83050 3.19659 -0.122
H -3.48555 6.45738 3.48776 0.087
H -4.49077 7.47322 2.51396 0.088
H -3.04741 8.15029 3.15553 0.087
H 0.68615 6.96087 -0.59785 0.088
H -0.42779 7.73279 0.43530 0.079
H -0.88475 7.42442 -1.12486 0.088
H 1.25825 4.87728 2.98612 0.088
H -0.01758 3.78537 2.96677 0.066
H 0.02956 5.16368 4.22199 0.100
C 0.39675 0.52813 1.20770 -0.124
O 1.02472 0.43449 -0.03286 -0.225
P 0.22949 0.82394 -1.40092 0.455
O 1.06838 0.75326 -2.64298 -0.243
O -1.06976 -0.10944 -1.44808 -0.195
C -0.88103 -1.50939 -1.70106 -0.061
O -0.23570 2.28364 -1.02849 -0.192
C 0.73943 3.19956 -0.57950 -0.088
H 0.86912 1.19708 1.92706 0.080
H 0.32701 -0.48644 1.59997 0.079
H -0.67620 0.71856 1.23275 0.081
H -1.61649 -1.91225 -2.39741 0.079
H -0.93837 -2.15471 -0.82449 0.082
H 0.10807 -1.70826 -2.11366 0.060
H 1.76892 2.91546 -0.79751 0.074
H 0.60868 3.35450 0.49149 0.081
H 0.57237 4.14275 -1.09969 0.088
C -0.30424 -4.61939 1.21745 -0.084
O -1.22612 -4.32173 0.16942 -0.243
P -2.58534 -5.17866 0.01470 0.443
O -2.38894 -6.65331 0.04397 -0.243
O -3.53770 -4.65161 1.20125 -0.204
C -3.89993 -3.29374 1.34379 -0.102
O -3.25218 -4.54455 -1.31870 -0.222
C -2.83505 -4.87905 -2.62454 -0.087
H -0.52736 -5.52201 1.78631 0.096
H -0.32278 -3.76998 1.90029 0.063
H 0.71966 -4.69410 0.85119 0.093
H -4.96076 -3.30421 1.59404 0.092
H -3.73824 -2.67453 0.46145 0.080
H -3.44124 -2.80719 2.20459 0.084
H -3.66839 -5.05163 -3.30561 0.101
H -2.09600 -5.67928 -2.58546 0.074
H -2.19106 -4.05833 -2.94047 0.073
C -3.57443 1.09380 1.15787 -0.016
O -3.59105 0.23249 -0.00725 -0.036
C -4.34111 0.50745 -1.09633 -0.526
O -5.02390 1.52197 -1.26499 0.097
O -4.17936 -0.46719 -2.05163 -0.047
C -4.71280 -0.33960 -3.39040 -0.027
H -2.92474 0.66224 1.91930 0.070
H -4.55038 1.14476 1.64060 0.083
H -3.39366 2.11591 0.82509 0.082
H -4.70890 0.68361 -3.76603 0.080
H -5.68800 -0.82643 -3.37992 0.101
H -3.99653 -0.80205 -4.06951 0.058
C 1.15004 -6.48614 -3.08076 0.000
O 1.99788 -5.46028 -2.48010 0.011
C 1.84632 -4.19996 -2.83786 -0.623
O 1.28399 -3.75203 -3.83780 0.086
O 2.46388 -3.48770 -1.94426 0.029
C 2.64799 -2.12106 -2.11971 -0.053
H 1.76303 -7.38694 -3.05064 0.095
H 0.76177 -6.26914 -4.07588 0.093
H 0.27483 -6.60215 -2.44151 0.082
H 2.27941 -1.68453 -3.04798 0.099
H 3.70753 -1.88406 -2.02320 0.075
H 2.27695 -1.61547 -1.22818 0.086
```

Properties
Energy above the lowest of the compared OMol25 structures with the same formula, charge and spin: 105.1 kcal/mol
Kohn-Sham gap: 10.157 eV
Spin multiplicity: 1
SMILES: COP(=O)(OC)OC.COP(=O)(OC)OC.COP(=O)(OC)OC.COP(=O)(OC)OC.COP(=O)(OC)OC.COP(=O)(OC)OC.COP(=O)(OC)OC.COC(=O)OC.COC(=O)OC
Total charge: 0


Entry 5:
DFT (ωB97M-V/def2-TZVPD) results for AgCl2F as an isolated structure.

The geometry in XYZ format:
```
4
Properties=species:S:1:pos:R:3:nbo_charge:R:1
Ag 0.42322 0.29521 0.20313 0.857
F -1.64690 1.39290 -0.27647 -0.963
Cl -0.28244 -1.19931 2.35864 -0.943
Cl 1.50613 -0.48880 -2.28529 -0.951
```

Properties
Energy above the lowest of the compared OMol25 structures with the same formula, charge and spin: 0.0 kcal/mol
Kohn-Sham gap: 7.879 eV
Spin multiplicity: 1
Total charge: -2


Entry 6:
DFT (ωB97M-V/def2-TZVPD) results for a 2-piece molecular cluster, C4H13N2O2 overall.

The geometry in XYZ format:
```
21
Properties=species:S:1:pos:R:3:nbo_charge:R:1
C -1.16544 1.69428 0.90425 -0.620
C -0.65766 0.44322 0.13152 -0.048
C 0.40138 0.72023 -0.85879 -0.529
C 0.86316 -0.58161 -1.48228 0.691
N 2.10247 -1.07673 -1.41293 -0.778
O -0.03009 -1.43561 -1.71048 -0.678
N -1.91805 -0.27708 -0.39896 -0.703
H -1.81970 1.45526 1.73136 0.230
H -1.62232 2.40156 0.21003 0.220
H -0.21798 1.98976 1.34814 0.243
H -0.36841 -0.21879 0.94409 0.265
H 0.08933 1.29690 -1.75263 0.259
H 1.33176 1.17546 -0.49809 0.261
H 2.99715 -0.61709 -1.30128 0.410
H 2.26743 -1.95474 -1.88953 0.422
H -2.68540 0.34161 -0.65252 0.425
H -2.22289 -0.81426 0.41001 0.435
H -1.60859 -0.90562 -1.18820 0.486
H 1.19287 -1.26781 3.18923 0.485
H 1.99961 -1.27330 2.04502 0.476
O 1.07138 -1.09565 2.23205 -0.953
```

Properties
Energy above the lowest of the compared OMol25 structures with the same formula, charge and spin: 32.6 kcal/mol
Kohn-Sham gap: 11.267 eV
Spin multiplicity: 1
Total charge: +1


One value per record, in order, for M: 127.92, 1254.66, 86.03, 1160.68, 197.77, 121.16 u.